1.
Computed, not measured: a structure of composition C26H26Br6F8O24 at a distorted geometry, with ωB97M-V/def2-TZVPD.

```
! wB97M-V def2-TZVPD RIJCOSX def2/J DEFGRID3
* xyz 1 2
O -4.857 2.545 1.874
C -2.638 -4.064 -1.862
O 0.543 0.057 -3.751
H -5.375 2.000 -5.689
H -3.416 1.735 0.666
H -1.533 1.964 -5.262
H 1.756 -0.983 3.236
C 0.832 0.212 0.302
F -0.939 0.240 -1.129
H -1.390 -0.470 -4.139
F -6.477 3.169 -4.389
C 2.513 -8.049 0.216
Br -1.129 -4.091 -3.190
Br -2.171 -5.337 -0.384
O 3.729 -7.762 0.330
H 2.364 -5.243 0.481
O 2.912 6.264 -0.816
C -0.501 -0.435 -0.135
H 4.524 -5.969 0.830
C -5.593 1.825 2.827
O -0.249 -1.221 3.792
O 1.748 -7.157 0.889
H 0.755 0.732 1.257
C 1.782 5.378 -0.550
H 1.269 0.771 -0.526
C -4.490 1.674 0.844
Br 4.549 -1.037 0.553
H -1.095 -0.312 0.770
O -5.539 0.511 -2.861
C 1.674 4.445 -1.711
O 1.110 4.445 3.329
C -0.944 1.650 -4.401
F -3.827 -0.522 1.557
C 1.105 -2.818 4.311
O -5.557 0.536 2.533
C 1.300 1.203 -3.922
O -4.463 2.074 -3.955
H 2.816 1.745 5.438
C -5.634 2.089 -4.634
F -0.472 -0.390 -5.767
C -6.375 0.871 -3.971
O 2.295 2.498 3.116
O -6.163 2.310 3.774
C 5.301 0.713 0.025
C 3.408 2.532 4.970
C 1.971 3.647 3.760
O 0.455 2.091 -4.387
H 2.116 -3.217 4.224
H -4.934 1.973 -0.106
C 3.687 5.691 -1.848
H -5.489 -0.181 0.614
F 0.758 -3.075 5.572
H 0.830 5.910 -0.540
H 5.973 0.382 -0.767
Br -4.434 -4.397 -2.777
Br 3.840 1.790 -0.597
O 3.058 4.546 -2.179
H -6.418 0.037 -4.672
C 2.449 -6.057 1.201
O 1.349 -3.191 -0.044
H 2.271 -5.596 2.173
H -2.582 -3.039 -1.494
C 3.595 2.223 3.505
O 0.185 -3.374 3.484
H -7.403 1.114 -3.702
H 1.925 4.855 0.396
O -0.086 -1.645 -0.710
C -4.841 0.255 1.375
C 0.995 -2.060 -0.141
O 2.110 -9.067 -0.389
F 4.204 -7.130 2.425
O 1.530 -1.031 0.489
H 1.287 3.472 -1.408
H 4.393 2.454 5.431
O 4.765 6.103 -2.328
C -4.467 1.292 -2.867
H 4.260 2.927 3.005
O 2.544 1.308 -3.662
Br 6.400 1.592 1.485
O 2.717 3.762 4.818
C -0.604 0.184 -4.517
H -1.490 1.923 -3.498
C 1.157 -1.375 4.057
C -0.570 -2.328 2.998
F 3.792 0.904 3.236
O -1.413 -2.498 2.149
O -3.486 1.237 -2.111
F 0.786 4.896 -2.720
C 3.803 -6.691 1.216
H 1.556 -0.941 4.974
*
```

Results
HOMO (alpha / beta): -0.442 / -0.441 Eh
DFT total energy: -518503.06506 eV
Frontier orbital gap (alpha / beta): 6.619 / 1.922 eV

=====

2.
Computed, not measured: a cluster of 14 separate species, C56H154N14O14 in total at a distorted geometry, with ωB97M-V/def2-TZVPD.

```
! wB97M-V def2-TZVPD RIJCOSX def2/J DEFGRID3
* xyz 1 2
C -3.984 3.373 -3.714
H 0.841 -6.089 -3.033
H 1.344 -0.918 0.043
C -2.374 0.160 -2.902
N -7.773 2.128 2.063
C -6.089 3.551 -0.679
H -0.650 -2.724 8.365
H -1.052 5.297 3.457
H 3.489 -7.292 0.689
H 3.687 -0.764 -5.768
H -6.003 -1.697 -3.164
H -0.023 -1.074 -5.026
N 1.723 -5.913 -3.492
H 9.352 -3.511 0.253
C -2.543 1.244 4.831
N 2.076 0.038 3.935
C -0.277 -2.717 7.340
H 3.107 -1.036 -9.126
H -6.575 2.307 4.263
H -4.527 2.272 6.232
H 1.330 0.810 0.589
N -3.830 5.156 6.264
H 4.908 1.412 -0.746
H 5.746 1.381 -4.981
H 2.615 -0.762 3.636
C 0.071 4.103 -2.037
H 3.137 -5.592 0.219
H 0.505 -2.797 0.112
C 4.648 -2.442 1.216
H -7.354 0.207 -4.535
H 7.719 3.544 -0.169
C -1.103 5.077 -2.047
H -5.930 3.895 7.480
H -7.460 -0.889 3.092
C -5.554 1.791 0.894
H 1.553 -1.585 -4.244
H -3.497 1.041 4.345
O -0.095 -5.344 2.781
H -3.030 5.017 5.664
H 6.879 -2.300 -0.211
H -0.405 -3.301 3.105
H 2.919 -3.904 -4.471
H -1.159 -0.751 2.557
H -2.482 1.241 -2.992
H -4.527 -0.877 -1.459
O 0.673 0.387 -1.355
H -1.058 -0.863 0.024
O 0.720 -4.495 -1.211
H -3.185 5.819 2.283
H 1.509 0.990 -3.073
O -2.762 4.054 -3.522
H -3.703 -2.290 0.850
H 4.108 -0.660 -3.425
H 5.034 -1.441 1.025
H -1.686 -4.437 3.673
H 2.647 0.085 -2.045
H -4.814 4.073 -3.804
H 3.209 -2.738 -9.793
H -5.084 3.970 -0.738
H 0.946 -2.292 5.057
C 1.450 -2.418 -8.596
C 1.178 -5.133 2.242
H -1.530 -0.121 -3.533
H 4.120 2.151 0.709
H -3.631 4.102 2.370
H 5.110 1.576 -3.382
H 7.559 -4.469 -2.658
H 3.176 -5.535 -1.945
H -2.221 1.055 1.245
H -5.561 0.707 1.010
C -5.027 4.144 8.038
H -1.072 -3.008 6.653
H 0.410 -0.455 2.563
N -0.333 -0.813 1.979
H -0.175 -6.687 0.876
H 6.120 3.646 -0.816
N 0.755 -6.795 0.496
C -0.009 -3.462 -0.582
C -6.024 -0.627 -2.954
C 1.211 1.110 5.923
H -3.049 -1.547 2.313
H 5.631 3.737 1.868
N 8.058 -4.023 -1.902
H 1.288 3.013 3.769
H 2.827 0.699 3.798
N -0.939 5.908 -0.889
O 0.420 -1.516 6.919
H 0.769 -1.514 -10.254
C 3.859 3.103 -5.008
H -0.169 -1.846 -7.405
H -3.297 5.036 -1.804
H -0.541 -2.836 -1.298
H 4.084 -5.210 -4.257
C -6.295 0.128 -4.288
H -1.823 1.174 4.016
C 2.885 -2.092 -8.977
C 1.703 -0.204 5.322
H -7.283 -0.384 0.501
C 0.845 0.049 -0.022
H -0.252 -1.020 4.979
H 2.198 1.752 -1.718
C 1.061 -1.150 -5.114
C 6.380 -3.265 -0.299
H 2.559 3.819 3.105
H -4.910 3.312 8.732
H 0.433 -3.543 7.302
C 6.889 2.932 -0.521
O 1.504 -1.917 -6.177
H -6.183 3.470 2.039
C 3.125 -6.322 1.028
H 4.310 3.549 -4.122
H -6.065 -3.019 2.443
C -0.497 -0.191 0.674
C -2.500 4.400 -2.189
H 4.407 -2.540 2.275
H -1.091 3.570 3.330
H -5.109 5.095 8.565
C 7.849 2.761 -2.580
H 3.566 -2.341 -8.163
H 1.299 -4.251 1.614
H 4.202 -3.764 -3.294
C -3.120 4.858 1.774
H 8.523 3.603 -2.424
H 1.606 -7.192 2.270
H 1.001 -0.531 -7.606
H 0.239 1.392 5.519
H -0.109 -4.408 4.490
H 3.673 -5.877 1.860
H -0.923 5.720 -2.908
H 0.696 3.911 1.432
H 0.993 -3.097 -10.402
H 1.164 -3.274 -2.705
H 0.790 -6.047 -0.182
H 2.888 3.561 -5.197
H 1.502 4.698 4.312
C -3.747 4.032 7.188
C 6.281 2.162 0.626
H -2.521 3.496 -1.580
H -7.993 2.460 1.135
H 0.611 5.843 0.907
H -6.255 -2.574 0.747
H 8.374 2.105 -3.274
H -5.821 -0.546 -5.002
H -3.979 -3.038 2.439
H 1.970 -4.968 2.973
H -1.722 6.544 -0.828
H 1.544 -0.174 -5.160
C 3.490 -4.464 -3.730
H -0.001 3.522 -1.117
C 4.902 -0.411 -4.129
H -8.952 -3.287 1.695
H 5.651 -3.227 -1.108
H 1.467 -3.471 -8.318
C -4.650 -0.250 -2.342
C 0.892 -1.598 -7.413
H 7.193 3.250 2.057
C -8.686 -2.554 2.457
H -7.878 -0.074 -2.535
H 6.891 1.292 0.870
H 1.903 1.951 5.883
C 4.951 1.555 0.333
C 8.523 -4.184 0.473
C 1.702 -3.925 -2.016
H -0.764 -3.918 0.060
N -7.064 -0.310 -1.986
H -2.851 4.214 7.783
H -2.150 -0.044 -1.855
C 0.617 4.539 2.320
H 6.471 -0.553 -2.702
C 4.935 1.061 -4.327
C -5.900 1.947 3.487
H -1.037 5.353 -0.051
H -1.410 1.567 -0.130
H 2.628 -0.462 5.837
H -5.766 0.874 3.623
C 7.416 -4.324 -0.617
C 1.632 -6.406 1.514
H 4.480 3.455 -5.832
H 8.948 -4.481 -2.040
H -3.636 6.012 6.764
H 7.060 -0.788 -4.326
C -1.211 1.111 0.840
O -2.599 2.510 5.493
H 2.293 -3.239 -1.408
C -3.546 2.601 6.576
C -6.252 -2.186 1.766
H 4.407 -2.016 -5.271
O 5.704 -3.391 0.925
C 2.557 -5.017 -2.677
H 6.966 -5.317 -0.623
H 0.019 3.401 -2.870
O -5.094 -1.391 2.117
H 3.713 -2.591 0.676
H -4.961 2.445 3.730
O -6.161 2.112 -0.361
H -4.637 0.746 -1.899
H -8.675 -1.198 0.538
N 4.579 -1.026 -5.373
N -8.038 -0.665 1.112
H -6.492 3.539 -1.692
N 0.597 -2.396 -9.792
H 8.071 -3.784 1.380
H -3.753 2.863 -4.649
H 1.140 1.079 7.010
O -1.735 4.575 1.571
H 1.022 4.633 -1.999
H -0.624 1.760 1.490
H -5.878 1.135 -4.306
H 6.984 3.132 -3.132
H -2.359 0.504 5.610
H 4.875 0.571 0.797
C -7.549 -1.529 2.214
H -6.785 0.559 -1.553
H -4.489 2.024 0.869
H -7.807 1.137 1.871
N 6.247 2.937 1.890
H -6.589 4.199 0.041
C -0.617 -4.280 3.534
O 3.757 1.645 -4.888
C 6.245 -1.043 -3.649
H 2.105 -6.812 -3.233
N 1.076 5.814 1.803
O -3.583 -0.472 -3.209
C -0.912 4.477 2.752
H -8.478 -3.172 3.331
O 7.436 2.052 -1.480
H -3.240 1.936 7.384
H 0.620 6.555 2.316
H 6.219 -2.109 -3.425
H 8.876 -5.162 0.802
C -3.899 -2.092 1.904
H -9.615 -2.067 2.754
C 0.643 -1.347 5.508
C -6.351 2.397 2.134
C 1.813 0.786 -2.047
H -4.230 2.618 -2.968
H -3.588 4.997 0.799
C 1.547 4.025 3.456
*
```

Results
Relative energy (zero: lowest compared OMol25 entry of this formula, charge and spin): 0.0 kJ/mol
HOMO (alpha / beta): -0.371 / -0.371 Eh
DFT total energy: -110076.84132 eV
Frontier orbital gap (alpha / beta): 8.210 / 2.007 eV

=====

3.
Computed, not measured: a structure of composition C6H11N at a distorted geometry, with ωB97M-V/def2-TZVPD.

```
! wB97M-V def2-TZVPD RIJCOSX def2/J DEFGRID3
* xyz 0 1
C 0.325 -0.572 -1.541
H -0.438 -2.170 0.297
C -0.533 -1.185 0.756
H 0.022 -1.242 2.963
C -0.056 -0.203 -0.283
N -0.059 1.451 1.447
H -1.585 -1.007 1.012
C -0.361 1.221 0.027
H -1.398 1.528 -0.152
C 0.303 -0.922 1.979
H -0.924 1.943 1.743
H 0.334 -1.660 -1.689
H 0.302 0.315 1.863
C 0.528 0.120 -2.746
H 0.711 -0.479 -3.635
H 0.308 1.791 -0.698
H 1.358 -1.167 1.738
H 0.483 1.232 -2.728
*
```

Results
Relative energy (zero: lowest compared OMol25 entry of this formula, charge and spin): 635.6 kJ/mol
HOMO: -0.240 Eh
DFT total energy: -7883.94404 eV
Frontier orbital gap: 4.659 eV

=====

Copy entry 1 word for word.
Computed, not measured: a structure of composition C26H26Br6F8O24 at a distorted geometry, with ωB97M-V/def2-TZVPD.

```
! wB97M-V def2-TZVPD RIJCOSX def2/J DEFGRID3
* xyz 1 2
O -4.857 2.545 1.874
C -2.638 -4.064 -1.862
O 0.543 0.057 -3.751
H -5.375 2.000 -5.689
H -3.416 1.735 0.666
H -1.533 1.964 -5.262
H 1.756 -0.983 3.236
C 0.832 0.212 0.302
F -0.939 0.240 -1.129
H -1.390 -0.470 -4.139
F -6.477 3.169 -4.389
C 2.513 -8.049 0.216
Br -1.129 -4.091 -3.190
Br -2.171 -5.337 -0.384
O 3.729 -7.762 0.330
H 2.364 -5.243 0.481
O 2.912 6.264 -0.816
C -0.501 -0.435 -0.135
H 4.524 -5.969 0.830
C -5.593 1.825 2.827
O -0.249 -1.221 3.792
O 1.748 -7.157 0.889
H 0.755 0.732 1.257
C 1.782 5.378 -0.550
H 1.269 0.771 -0.526
C -4.490 1.674 0.844
Br 4.549 -1.037 0.553
H -1.095 -0.312 0.770
O -5.539 0.511 -2.861
C 1.674 4.445 -1.711
O 1.110 4.445 3.329
C -0.944 1.650 -4.401
F -3.827 -0.522 1.557
C 1.105 -2.818 4.311
O -5.557 0.536 2.533
C 1.300 1.203 -3.922
O -4.463 2.074 -3.955
H 2.816 1.745 5.438
C -5.634 2.089 -4.634
F -0.472 -0.390 -5.767
C -6.375 0.871 -3.971
O 2.295 2.498 3.116
O -6.163 2.310 3.774
C 5.301 0.713 0.025
C 3.408 2.532 4.970
C 1.971 3.647 3.760
O 0.455 2.091 -4.387
H 2.116 -3.217 4.224
H -4.934 1.973 -0.106
C 3.687 5.691 -1.848
H -5.489 -0.181 0.614
F 0.758 -3.075 5.572
H 0.830 5.910 -0.540
H 5.973 0.382 -0.767
Br -4.434 -4.397 -2.777
Br 3.840 1.790 -0.597
O 3.058 4.546 -2.179
H -6.418 0.037 -4.672
C 2.449 -6.057 1.201
O 1.349 -3.191 -0.044
H 2.271 -5.596 2.173
H -2.582 -3.039 -1.494
C 3.595 2.223 3.505
O 0.185 -3.374 3.484
H -7.403 1.114 -3.702
H 1.925 4.855 0.396
O -0.086 -1.645 -0.710
C -4.841 0.255 1.375
C 0.995 -2.060 -0.141
O 2.110 -9.067 -0.389
F 4.204 -7.130 2.425
O 1.530 -1.031 0.489
H 1.287 3.472 -1.408
H 4.393 2.454 5.431
O 4.765 6.103 -2.328
C -4.467 1.292 -2.867
H 4.260 2.927 3.005
O 2.544 1.308 -3.662
Br 6.400 1.592 1.485
O 2.717 3.762 4.818
C -0.604 0.184 -4.517
H -1.490 1.923 -3.498
C 1.157 -1.375 4.057
C -0.570 -2.328 2.998
F 3.792 0.904 3.236
O -1.413 -2.498 2.149
O -3.486 1.237 -2.111
F 0.786 4.896 -2.720
C 3.803 -6.691 1.216
H 1.556 -0.941 4.974
*
```

Results
HOMO (alpha / beta): -0.442 / -0.441 Eh
DFT total energy: -518503.06506 eV
Frontier orbital gap (alpha / beta): 6.619 / 1.922 eV

=====

What did the third record say?
Computed, not measured: a structure of composition C6H11N at a distorted geometry, with ωB97M-V/def2-TZVPD.

```
! wB97M-V def2-TZVPD RIJCOSX def2/J DEFGRID3
* xyz 0 1
C 0.325 -0.572 -1.541
H -0.438 -2.170 0.297
C -0.533 -1.185 0.756
H 0.022 -1.242 2.963
C -0.056 -0.203 -0.283
N -0.059 1.451 1.447
H -1.585 -1.007 1.012
C -0.361 1.221 0.027
H -1.398 1.528 -0.152
C 0.303 -0.922 1.979
H -0.924 1.943 1.743
H 0.334 -1.660 -1.689
H 0.302 0.315 1.863
C 0.528 0.120 -2.746
H 0.711 -0.479 -3.635
H 0.308 1.791 -0.698
H 1.358 -1.167 1.738
H 0.483 1.232 -2.728
*
```

Results
Relative energy (zero: lowest compared OMol25 entry of this formula, charge and spin): 635.6 kJ/mol
HOMO: -0.240 Eh
DFT total energy: -7883.94404 eV
Frontier orbital gap: 4.659 eV